{"formula": "C31H47NO3P2PbS", "method": "wB97M-V/def2-TZVPD", "symbols": ["Pb", "C", "C", "C", "C", "C", "C", "H", "H", "H", "C", "H", "H", "H", "C", "H", "H", "H", "C", "H", "H", "H", "C", "H", "H", "H", "C", "C", "C", "C", "C", "C", "C", "C", "H", "H", "H", "H", "H", "H", "H", "H", "H", "H", "H", "H", "P", "P", "C", "C", "H", "H", "H", "H", "C", "H", "H", "H", "C", "H", "H", "H", "C", "H", "H", "H", "C", "H", "H", "H", "O", "S", "O", "N", "C", "O", "C", "C", "C", "C", "C", "C", "H", "H", "H", "H"], "coordinates": [[0.03588, 0.88155, 1.64099], [1.46958, 0.56923, 4.07866], [2.51966, 1.14735, 3.28117], [0.73986, 2.64927, 3.25886], [0.35272, 1.49364, 4.07718], [2.07174, 2.41538, 2.76937], [1.56271, -0.69370, 4.82662], [2.23091, -1.44119, 4.36835], [0.56741, -1.16250, 4.97213], [1.92639, -0.47351, 5.84353], [-0.99640, 1.33309, 4.65085], [-1.10240, 0.32206, 5.03982], [-1.83966, 1.49910, 3.94034], [-1.11462, 2.00185, 5.51492], [-0.15899, 3.77832, 2.93137], [-0.13014, 4.46539, 3.78834], [-1.22107, 3.51016, 2.77459], [0.16971, 4.33456, 2.04282], [2.83531, 3.34816, 1.92516], [3.36764, 4.04057, 2.59095], [2.20594, 3.95440, 1.26505], [3.59033, 2.86780, 1.29647], [3.86114, 0.56918, 3.08502], [4.53691, 1.04261, 3.81710], [4.29791, 0.75116, 2.09148], [3.90966, -0.51486, 3.25816], [-0.22448, -1.43548, 0.87332], [0.88830, -1.74836, 1.60858], [2.23602, -1.93358, 1.03607], [2.66438, -0.96944, -0.12537], [2.31117, 0.48524, -0.08461], [1.17613, 1.01805, -0.61972], [0.07878, 0.17707, -1.25672], [-0.30174, -1.21314, -0.59999], [2.22500, -2.98498, 0.66117], [2.27603, -1.39585, -1.06695], [3.01100, -1.92625, 1.83277], [0.31890, -2.00812, -1.04841], [-1.18614, -1.31645, 1.37974], [0.80244, -1.97218, 2.66457], [-1.36925, -1.41240, -0.86065], [-0.86108, 0.76598, -1.35987], [1.01536, 2.09954, -0.62684], [0.40737, -0.03575, -2.29654], [3.77340, -1.02258, -0.17793], [3.06291, 1.13405, 0.35153], [-0.48874, -0.04164, -5.52549], [-0.14043, 2.70904, -7.07957], [-0.50569, -0.09209, -7.39543], [-0.83993, 1.26371, -8.03396], [-1.25279, -0.84511, -7.68364], [0.48465, -0.44169, -7.72316], [-0.44337, 1.32331, -9.05760], [-1.93012, 1.40951, -8.07267], [-0.95517, 4.09288, -7.99119], [-0.48997, 5.03351, -7.66879], [-2.01771, 4.11483, -7.71609], [-0.85062, 3.97556, -9.07726], [1.51784, 2.77049, -7.89114], [1.42389, 2.77981, -8.98393], [2.10979, 1.90513, -7.57163], [2.02565, 3.68306, -7.55532], [-1.93779, -1.13760, -5.19968], [-1.98936, -1.34206, -4.12243], [-1.84663, -2.07717, -5.75928], [-2.85131, -0.61080, -5.50331], [0.87522, -1.24209, -5.19074], [1.82989, -0.77459, -5.46546], [0.73081, -2.16500, -5.76617], [0.88774, -1.46636, -4.11506], [-2.38403, -1.55180, 7.55550], [-1.76401, -2.39984, 6.59063], [-0.94366, -3.41744, 7.16374], [-1.07803, -1.65303, 5.40469], [-1.68907, -1.80270, 4.18824], [-1.37504, -1.13478, 3.15350], [-2.84866, -2.72623, 4.21511], [-3.66489, -3.08161, 3.10012], [-4.71478, -3.96966, 3.33299], [-4.92817, -4.43913, 4.64554], [-4.09450, -4.01821, 5.72234], [-3.02895, -3.13110, 5.53067], [-3.44339, -2.66956, 2.09857], [-5.35271, -4.29401, 2.50263], [-5.76455, -5.14615, 4.81112], [-4.26406, -4.38383, 6.72017]], "forces_ev_per_angstrom": [[-1.34, 0.08, 1.59], [-2.09, 1.15, -0.03], [-0.46, 1.15, -0.55], [1.92, -0.05, -0.38], [1.47, -1.59, -0.27], [-1.41, -0.46, 0.34], [0.06, -0.53, 0.32], [0.00, 0.41, 0.16], [0.68, 0.37, 0.00], [0.03, -0.19, -0.21], [-0.53, -0.07, 0.78], [-0.04, 0.24, 0.07], [0.64, 0.12, 0.39], [-0.13, 0.09, -0.23], [-0.14, 0.64, 0.02], [-0.17, 0.09, -0.18], [0.50, -0.11, 0.27], [0.03, -0.10, 0.31], [0.66, 0.76, -0.09], [0.06, 0.06, -0.34], [0.02, -0.08, 0.15], [-0.04, 0.00, 0.17], [0.65, -0.29, 0.01], [-0.03, -0.16, -0.18], [-0.19, 0.19, 0.29], [-0.15, 0.39, 0.14], [0.49, 0.10, 0.29], [-0.91, 0.16, -0.71], [1.02, -0.25, -0.25], [0.57, -1.06, -0.45], [-0.82, 0.25, -0.24], [0.83, -0.79, -0.16], [-0.36, -0.08, -0.39], [0.07, -0.71, -1.11], [0.33, 0.59, 0.03], [0.32, 0.24, 0.31], [-0.60, 0.07, -0.45], [-0.40, 0.34, -0.17], [0.39, -0.68, 0.18], [-0.42, 0.10, 0.02], [0.89, 0.08, -0.08], [0.72, -0.15, 0.11], [0.28, -0.19, -0.09], [-0.25, 0.09, 0.48], [-0.66, -0.07, -0.10], [-0.22, 0.16, -0.11], [-0.01, -1.33, -1.28], [0.09, -0.59, -2.72], [0.15, 0.49, -0.14], [-0.44, -0.34, 0.69], [0.29, 0.15, 0.02], [-0.27, 0.09, 0.11], [-0.15, 0.13, 0.25], [0.28, -0.04, -0.04], [-0.27, 0.28, 1.12], [-0.19, -0.15, -0.20], [0.24, 0.11, -0.17], [0.12, -0.19, 0.30], [0.34, 0.13, 1.14], [-0.21, 0.01, 0.29], [0.00, 0.20, -0.15], [0.05, -0.24, -0.18], [-0.18, 0.70, 0.57], [-0.13, -0.06, -0.28], [0.12, 0.26, 0.13], [0.13, -0.23, 0.11], [0.15, 0.67, 0.40], [-0.16, -0.23, 0.10], [-0.06, 0.24, 0.12], [0.09, -0.09, -0.31], [-0.31, 0.97, -0.25], [-1.79, -2.06, 1.21], [0.61, -0.47, -0.42], [-0.06, 0.90, -3.06], [0.37, 1.09, 0.92], [-0.11, -0.38, 1.26], [0.02, 0.38, -0.78], [0.72, 0.14, 1.03], [0.26, 0.14, 0.35], [0.43, 0.26, 0.28], [-0.32, -0.18, -0.13], [-1.57, -1.23, -1.41], [-0.14, -0.29, 0.73], [0.21, 0.11, 0.47], [0.73, 0.55, 0.12], [-0.28, -0.22, 0.16]], "charge": 2, "homo_energy_ev": [-12.19, -12.19], "total_energy_ev": -75182.222, "spin_multiplicity": 1, "de_lowest_ev": 0.903, "lumo_energy_ev": [-7.38, -9.04]}